CH15O9V | wB97M-V/def2-TZVPD

The geometry in XYZ format:
```
26
Properties=species:S:1:pos:R:3:forces:R:3
O 0.75917 1.17567 -1.04468 -0.5328 -1.7143 0.0074
V 0.44019 -0.39243 -0.90380 -1.7030 1.7701 0.1822
O -0.61407 -0.71139 -2.06433 0.7618 -0.1316 1.1255
C -0.54162 -0.47941 2.14127 -0.0878 -0.0285 0.8541
O -0.88369 -0.54423 0.80433 1.6790 0.2823 -2.1990
H -0.90869 0.41425 2.67160 -0.0396 0.1970 -0.3504
H -0.98743 -1.30628 2.71584 0.0075 -0.1297 -0.1889
H 0.53180 -0.52790 2.40155 0.0276 -0.0918 -0.2190
O 2.25266 -0.18122 0.59663 0.0423 -0.6750 0.5618
H 3.11976 0.18914 0.78069 0.0223 0.1304 -0.2624
H 1.67146 0.22175 1.25922 0.1394 0.2066 0.0164
O 0.84161 -2.60869 -0.25643 0.0158 -0.0966 -0.2681
H 1.51783 -3.04684 0.26818 0.1517 0.2400 0.0467
H 0.00587 -3.00954 0.01201 -0.1478 0.2305 -0.0137
O 2.05703 -0.89809 -2.48334 0.1090 -0.0909 0.3744
H 2.91855 -0.48039 -2.57483 -0.0673 0.2292 0.1641
H 2.11354 -1.71924 -2.98161 -0.2948 -0.0890 0.0646
O 0.81137 2.95424 1.54679 0.1537 -0.1593 0.2973
H 0.87432 3.48071 0.74449 -0.0931 -0.1199 -0.1141
H 0.07432 2.35624 1.37795 -0.1060 0.1513 -0.2179
O -3.49483 -0.69575 -1.52000 -0.1747 -0.0833 0.0669
H -3.32378 0.12109 -1.99788 0.0897 0.0020 -0.0102
H -2.62153 -1.09137 -1.41170 0.0110 0.1661 -0.0283
O -2.00093 2.47389 -0.28696 0.0674 0.0115 0.1433
H -2.71992 2.76865 0.27954 -0.0514 -0.0242 -0.0131
H -1.89299 1.53715 -0.07452 0.0203 -0.1830 -0.0195
```
Positions in Å, forces in eV/Å.

Summary:
Net charge: 0
Orbital gap (eV): 8.7
Relative energy (zero: lowest compared OMol25 entry of this formula, charge and spin) (kJ/mol): 0.0
E_LUMO (eV): -0.53
HOMO energy (eV): -9.19

Atom charges from the Löwdin analysis, given in e for atoms 1 to 8:
1. O -0.326
2. V 0.901
3. O -0.329
4. C -0.279
5. O -0.363
6. H 0.077
7. H 0.075
8. H 0.058

=====

CH16B3LiO | wB97M-V/def2-TZVPD

The geometry in XYZ format:
```
22
Properties=species:S:1:pos:R:3:forces:R:3
Li -0.26683 0.28422 -0.11816 -0.0775 0.5169 0.4081
B -2.05787 -0.75310 0.48845 -0.9467 -0.2029 -0.1516
H -2.96710 -1.40989 0.81284 -1.1533 -0.9513 0.3063
H -2.04681 -0.63979 -0.67852 -0.1271 0.2380 -1.6312
H -2.14008 0.28880 0.99223 -0.1081 1.2489 0.4718
H -1.06932 -1.23092 0.79613 1.2734 -1.0735 0.5385
B -0.29045 2.78708 -0.15099 -0.3469 0.3353 -0.2965
H -1.28044 2.26898 -0.48657 -1.3359 -0.5426 -0.3282
H -0.07684 3.66834 -0.89328 0.3388 1.2140 -1.0202
H -0.35290 3.17750 0.94325 -0.1221 0.4597 1.3288
H 0.55506 2.01338 -0.24656 1.6045 -1.0726 -0.1386
B 0.95151 -0.24428 1.78243 1.0528 -0.1269 0.6966
H 1.99343 0.26759 1.94304 1.4485 0.6385 0.3029
H 0.79730 -1.10353 2.55939 -0.3598 -0.9114 1.2449
H 0.14241 0.55991 1.78323 -1.2509 1.1170 0.2186
H 0.99090 -0.81030 0.79029 0.2576 -0.7460 -1.7414
C 1.17671 -1.83690 -1.52946 -0.5637 -0.5922 -1.6885
O 0.92743 -0.44715 -1.68483 -0.1332 -0.3517 0.6058
H 2.23980 -2.06452 -1.63530 0.0652 -0.0365 0.4790
H 0.71123 -2.28034 -0.65676 0.2988 0.6978 0.5063
H 0.65819 -2.35426 -2.35667 0.1974 -0.0737 -0.1025
H 1.40466 -0.14081 -2.45418 -0.0119 0.2154 -0.0089
```
Positions in Å, forces in eV/Å.

Summary:
Net charge: -2
Orbital gap (eV): 6.5
Relative energy (zero: lowest compared OMol25 entry of this formula, charge and spin) (kJ/mol): 0.0
E_LUMO (eV): 5.22
HOMO energy (eV): -1.26

Atom charges from the natural (NBO) analysis, given in e for atoms 1 to 8:
1. Li 0.873
2. B -0.820
3. H -0.048
4. H -0.066
5. H -0.003
6. H -0.021
7. B -0.759
8. H -0.038

=====

CH16N2O5 | wB97M-V/def2-TZVPD

The geometry in XYZ format:
```
24
Properties=species:S:1:pos:R:3:forces:R:3
N -1.05237 1.08455 3.54697 2.2123 2.5889 0.5983
C -0.47840 2.21362 2.64435 -2.1667 -2.4710 -0.8309
N -0.85614 1.95993 1.15505 0.1275 0.5015 1.1087
H -0.28062 0.89561 4.22287 -1.2722 -0.5161 -0.8069
H -1.38967 0.28206 3.06753 0.2739 -0.6334 -0.4977
H -1.01968 3.11158 2.98804 0.6364 -0.1220 -0.5020
H 0.61900 2.28754 2.81626 -0.8014 0.0109 -0.4967
H -1.17184 1.01436 0.86107 0.6935 0.5832 1.0738
H -1.63497 2.56639 0.90106 0.3282 -0.0251 0.2339
H -0.07815 1.93675 -1.79002 0.0306 0.6008 -0.3662
H 0.05613 3.32056 -2.55983 -0.3913 -1.7483 0.0954
O -0.19614 2.35993 -2.66028 0.3493 1.1605 0.3911
H -2.81231 -3.32819 -0.59109 -0.0279 0.3607 0.5748
H -3.44666 -4.36443 -1.33497 0.5810 -3.3362 -3.3713
O -3.65522 -3.77613 -0.69701 -0.5760 2.9541 2.8757
H 2.60502 -3.52757 0.34968 1.6067 0.9602 -0.7941
H 3.82368 -2.63216 -0.30720 -0.3567 1.7333 -0.3562
O 3.53845 -3.45602 0.01666 -1.2553 -2.6879 1.1546
H -3.07283 -0.54599 0.61774 1.7008 -1.2950 -0.1814
H -2.24853 -1.11507 -0.62416 0.1625 0.1153 3.9739
O -2.23201 -1.09411 0.45598 -1.8611 1.2716 -3.8740
H 5.17018 -0.50519 -4.31478 0.5562 -0.3606 0.6327
H 5.01565 1.00501 -4.15007 2.0223 5.0684 3.9542
O 4.79743 0.30698 -4.61385 -2.5726 -4.7139 -4.5896
```
Positions in Å, forces in eV/Å.

Summary:
Net charge: 0
SMILES string: NCN.O.O.O.O.O
Orbital gap (eV): 9.1
Relative energy (zero: lowest compared OMol25 entry of this formula, charge and spin) (kJ/mol): 294.3
E_LUMO (eV): 0.07
HOMO energy (eV): -9.07

Atom charges from the natural (NBO) analysis, given in e for atoms 1 to 8:
1. N -0.878
2. C -0.038
3. N -0.896
4. H 0.358
5. H 0.367
6. H 0.179
7. H 0.169
8. H 0.379

=====

CH16NO5 | wB97M-V/def2-TZVPD

The geometry in XYZ format:
```
23
Properties=species:S:1:pos:R:3:forces:R:3
C -1.12857 -2.45556 -1.65843 0.6571 -0.8441 -1.7361
N -1.76886 -1.40279 -0.88516 0.9334 1.4514 -0.1967
H -1.77201 -2.78803 -2.47433 -0.4252 0.1770 0.2399
H -0.28751 -2.01738 -2.20158 0.2705 -0.2776 0.6206
H -0.89881 -3.35765 -1.09659 0.2829 0.4120 0.3396
H -2.64231 -1.75333 -0.52912 -0.6811 0.4816 0.1657
H -1.82239 -0.56759 -1.51254 -0.5648 -0.5026 0.7278
H -1.18914 -1.07966 -0.06746 -0.4266 -0.7242 -0.1419
H -0.42449 -2.16804 2.12578 -0.3172 0.4399 -0.0735
H 0.29409 -1.19143 1.19811 -0.2719 0.1143 0.4123
O -0.57119 -1.32627 1.65896 0.7486 -0.5030 -0.3174
H 2.37165 2.49905 0.00273 -1.2377 -0.4075 0.6593
H 1.27680 2.40434 1.22533 0.6739 -0.4690 -1.2255
O 1.52982 2.06898 0.30084 0.6425 0.7869 0.8601
H 0.21299 1.62879 -0.82490 0.1224 0.1533 -0.2958
H -0.37158 2.26775 -2.06664 -0.1848 0.5034 -0.3743
O -0.17299 1.41536 -1.69526 -0.2600 -0.8360 0.4333
H 2.18859 -1.21476 -0.51397 0.4802 -0.5912 -0.2062
H 1.60963 0.15477 -0.24011 -0.2077 -0.3069 0.5086
O 1.46705 -0.79928 -0.05645 -0.2462 0.8898 -0.2475
H 0.82749 2.74979 3.72826 0.0363 0.0939 0.0643
H 0.59172 3.93007 2.76839 -0.1864 1.6965 0.2037
O 0.68000 3.00286 2.81412 0.1619 -1.7380 -0.4205
```
Positions in Å, forces in eV/Å.

Summary:
Net charge: +1
Orbital gap (eV): 11.9
Relative energy (zero: lowest compared OMol25 entry of this formula, charge and spin) (kJ/mol): 73.3
E_LUMO (eV): -2.68
HOMO energy (eV): -14.55

Atom charges from the natural (NBO) analysis, given in e for atoms 1 to 8:
1. C -0.437
2. N -0.689
3. H 0.229
4. H 0.242
5. H 0.236
6. H 0.433
7. H 0.462
8. H 0.482

=====

CH16O6S | wB97M-V/def2-TZVPD

The geometry in XYZ format:
```
24
Properties=species:S:1:pos:R:3:forces:R:3
C 1.79938 -1.47374 2.96439 1.2946 1.1202 -3.0201
S 0.88809 -0.50362 4.13440 0.3733 0.4681 1.0681
H 2.19146 -2.45592 3.13517 -0.6881 -0.8150 0.9771
H 1.10814 -1.46742 2.07543 1.1203 -0.4372 0.5608
H 2.79185 -0.99135 2.64273 -1.7232 -0.0254 0.3371
H 1.86314 0.40227 4.39019 -0.3817 -0.3114 0.0586
H -3.56008 0.70145 -0.14745 -0.9732 0.1009 0.2848
H -4.00494 0.00118 -1.52167 -0.8988 -0.0745 0.1004
O -3.30314 0.32450 -0.97782 1.6597 0.2520 -0.2090
H -1.31821 -1.38556 -0.28781 -0.0803 -1.1130 -0.1907
H -1.15096 -0.10720 -0.88303 0.6149 -2.2825 -1.6635
O -0.96251 -1.09580 -1.13673 -0.5400 3.0745 1.7785
H 3.81677 4.96626 -0.05418 0.6535 -0.1847 0.2165
H 3.76341 6.33705 -0.75474 1.6160 1.7489 -0.5661
O 3.27158 5.60874 -0.48645 -2.2701 -1.5642 0.3515
H 1.78501 -1.17157 -2.81552 0.6689 -1.2510 0.8747
H 0.20073 -1.05007 -2.71151 -2.5447 -1.8704 2.0568
O 0.98612 -0.75545 -3.04477 2.1027 3.0879 -2.8685
H 1.55715 1.42552 -4.29931 -1.6772 -0.2175 -0.8944
H 0.02033 1.38825 -4.70282 -1.4856 -0.2638 1.2269
O 0.88481 1.44414 -5.03152 3.1282 0.5426 -0.4856
H -4.66344 -3.49691 0.08440 -1.3873 -1.0229 -1.8156
H -3.66054 -4.05893 1.12583 0.0154 -0.7284 -0.1045
O -4.09507 -3.29321 0.77573 1.4025 1.7668 1.9260
```
Positions in Å, forces in eV/Å.

Summary:
Net charge: 0
SMILES string: CS.O.O.O.O.O.O
Orbital gap (eV): 9.5
Relative energy (zero: lowest compared OMol25 entry of this formula, charge and spin) (kJ/mol): 221.1
E_LUMO (eV): 0.30
HOMO energy (eV): -9.15

Atom charges from the natural (NBO) analysis, given in e for atoms 1 to 8:
1. C -0.780
2. S -0.022
3. H 0.222
4. H 0.223
5. H 0.231
6. H 0.126
7. H 0.482
8. H 0.488

=====

CH16O6S | wB97M-V/def2-TZVPD

The geometry in XYZ format:
```
24
Properties=species:S:1:pos:R:3:forces:R:3
C 0.90837 4.50670 0.89019 0.5881 2.8746 1.2942
S -0.51887 4.48199 1.99471 -2.0677 -1.8418 -1.6065
H 0.44598 4.80728 -0.01293 -0.3060 -0.0101 -1.1221
H 1.66994 5.31916 1.07930 -0.5761 -1.3011 0.1343
H 1.24041 3.51419 0.85423 1.0027 -1.0867 -0.0977
H -0.54004 5.11428 3.10736 1.3588 1.3548 1.4050
H -2.68403 -2.17267 1.72075 -0.0897 -0.3937 -0.9853
H -3.05077 -2.94891 0.36208 0.5719 0.6552 0.7509
O -2.43286 -2.31208 0.78267 -0.2838 -0.1596 0.3257
H 1.37569 -1.71950 1.51934 -1.2322 0.2899 -0.7098
H -0.14502 -1.51945 0.91280 0.8643 -0.0888 0.6069
O 0.80214 -1.25931 0.86181 -0.3800 -0.0359 0.5919
H -0.29114 2.91155 -6.44018 -0.6294 -3.6719 -0.2885
H -0.22132 1.26622 -6.04111 -0.0113 1.1225 -0.2101
O -0.56508 1.92455 -6.67620 0.6376 2.5485 0.4956
H 1.76243 -1.73923 -1.82695 0.5467 0.4484 -0.4373
H 1.06475 -2.17221 -0.61541 1.0027 -0.4372 0.1065
O 1.83299 -2.43911 -1.17929 -0.5520 0.5368 -0.0579
H 1.03173 -5.06204 -2.41276 1.2106 -1.4732 0.0051
H 1.11542 -3.53245 -2.29909 0.5669 0.0166 0.5380
O 0.53300 -4.28153 -2.41068 -2.2095 0.6546 -0.6894
H -1.51885 -0.90147 5.97340 0.5586 -0.3382 -1.7819
H -0.53929 -0.66123 4.82710 3.7078 2.4358 -0.8801
O -1.27557 -1.12471 5.02884 -4.2790 -2.0994 2.6125
```
Positions in Å, forces in eV/Å.

Summary:
Net charge: 0
SMILES string: CS.O.O.O.O.O.O
Orbital gap (eV): 9.4
Relative energy (zero: lowest compared OMol25 entry of this formula, charge and spin) (kJ/mol): 226.1
E_LUMO (eV): 0.35
HOMO energy (eV): -9.05

Atom charges from the natural (NBO) analysis, given in e for atoms 1 to 8:
1. C -0.712
2. S -0.102
3. H 0.225
4. H 0.234
5. H 0.225
6. H 0.130
7. H 0.485
8. H 0.489